Entry 1:
95
Properties=species:S:1:pos:R:3:forces:R:3:lowdin_charge:R:1 method="wB97M-V/def2-TZVPD" total_charge=-1 orbital_gap_ev="4.13 / 4.18" energy_ha=-3643.81988 spin_multiplicity=4 e_lumo_ev="2.32 / 2.32"
P -0.05132 -0.44622 -2.07840 0.0778 0.2923 -1.3120 0.999
C 1.52175 0.17302 -2.92262 -0.2510 -0.4597 0.2804 -0.434
C 1.78132 -0.29935 -4.36276 -0.1621 0.1526 -0.1762 -0.212
C 3.16142 0.13892 -4.85897 0.1883 -0.0458 0.2235 -0.197
C 3.44295 1.63401 -4.63880 -0.2030 -0.0668 -0.1744 -0.206
C 3.06619 2.12647 -3.24143 -0.0670 -0.1469 0.1718 -0.191
C 1.65032 1.69793 -2.83281 0.1509 0.0260 0.0578 -0.218
C -1.48385 0.44552 -2.88264 0.3238 -0.2760 0.1612 -0.443
C -1.34504 0.55479 -4.39683 -0.3402 0.2321 -0.3232 -0.220
C -2.64311 1.06919 -5.02751 0.0333 -0.1274 0.0828 -0.201
C -3.09242 2.39103 -4.40047 0.2388 0.0952 0.0114 -0.204
C -3.07061 2.38549 -2.86325 -0.1880 -0.0846 0.0009 -0.187
C -1.78005 1.82324 -2.25688 0.1121 -0.1166 -0.0970 -0.205
C -0.22051 -2.15769 -2.79489 -0.0031 0.2061 -0.1086 -0.466
C 0.96798 -3.03517 -2.37460 -0.0200 -0.1687 -0.0356 -0.212
C 0.88956 -4.38827 -3.09462 -0.0114 0.0718 -0.1481 -0.202
C -0.44988 -5.10778 -2.88763 0.0360 0.1530 0.3240 -0.205
C -1.65627 -4.19202 -3.12687 0.0340 0.1331 -0.1971 -0.200
C -1.54792 -2.83114 -2.42587 -0.0287 -0.1691 0.1530 -0.226
H 2.29296 -0.27538 -2.26514 -0.1216 0.2837 -0.1821 0.088
H 1.02906 0.12993 -5.03493 0.1760 -0.0879 0.1444 0.092
H 1.68313 -1.38911 -4.45607 0.1238 0.2307 0.0293 0.094
H 3.24701 -0.10186 -5.92663 0.0805 0.0218 0.1571 0.106
H 3.92442 -0.45003 -4.33550 -0.0047 0.0319 -0.0097 0.112
H 4.50400 1.83455 -4.82974 -0.1511 0.0258 -0.0415 0.104
H 2.86825 2.20412 -5.37975 0.0324 0.0140 0.0197 0.109
H 3.77012 1.71321 -2.50893 -0.0561 0.0777 -0.0020 0.117
H 3.14441 3.21776 -3.19277 0.0690 -0.1111 0.0049 0.111
H 1.43264 2.04707 -1.81319 0.0869 -0.0826 -0.1950 0.085
H 0.91860 2.17420 -3.50278 0.1664 -0.0930 0.1221 0.100
H -2.33879 -0.21552 -2.65414 0.1480 0.2571 -0.0007 0.098
H -3.42265 0.30918 -4.89590 0.0015 0.0310 0.0094 0.112
H -1.06667 -0.40612 -4.85319 -0.1126 0.2224 0.1334 0.102
H -0.54617 1.26919 -4.63771 -0.1614 -0.1324 0.0671 0.097
H -2.49209 1.19262 -6.10723 -0.1276 0.0042 0.1017 0.106
H -4.10037 2.63774 -4.75559 0.1435 0.0564 0.0687 0.104
H -2.42456 3.18388 -4.76044 -0.0322 -0.0083 0.0193 0.110
H -3.24027 3.40226 -2.49320 -0.0259 -0.1439 0.0000 0.114
H -3.90544 1.76790 -2.51055 0.0289 0.0561 0.0569 0.117
H -1.88596 1.75298 -1.15884 -0.0334 0.0329 -0.3090 0.094
H -0.94260 2.51277 -2.44114 -0.2010 -0.1494 0.0364 0.104
H -0.20062 -2.07077 -3.90040 0.0356 0.0169 0.4096 0.101
H 1.92540 -2.54815 -2.61108 -0.2310 -0.1176 0.0638 0.100
H 0.96314 -3.18556 -1.28443 -0.0884 0.0527 -0.1405 0.121
H 1.01847 -4.20450 -4.16844 0.0456 0.0154 -0.0090 0.109
H 1.72498 -5.02809 -2.78746 -0.1355 0.0270 -0.0124 0.107
H -0.48843 -5.47336 -1.85378 -0.0138 -0.0546 -0.0835 0.112
H -0.50910 -5.97763 -3.55625 0.0121 0.1020 0.2184 0.105
H -2.58495 -4.69425 -2.83442 0.1273 0.0229 0.0159 0.108
H -1.73598 -4.00325 -4.20357 -0.0214 -0.0109 -0.0599 0.109
H -2.40095 -2.20232 -2.71551 0.1933 -0.2060 0.0173 0.098
H -1.63407 -2.94284 -1.33604 0.0922 -0.0040 -0.1623 0.066
Nd -0.34760 -0.12387 0.83158 -0.1022 1.4537 2.4913 0.771
Cl -2.68831 -1.24948 0.68307 -0.5345 -0.5912 -0.1414 -0.281
Cl 2.25402 0.30140 0.77407 0.5848 -0.1733 -0.2413 -0.290
C -0.88156 1.66957 2.27586 0.3978 -1.0507 -0.7793 -0.370
H -1.42489 1.47023 3.21893 -0.0206 0.1760 -0.2613 -0.042
C -0.71417 3.04747 2.01211 0.1041 0.4139 -0.2188 -0.408
C -1.28798 4.06964 2.86806 0.2516 0.3366 -0.7173 -0.097
C -1.33609 5.40270 2.46304 0.1914 -0.4697 -0.1430 -0.154
C -0.78911 5.81351 1.22770 -0.0752 0.1845 0.0452 -0.182
C -0.10717 4.87513 0.43233 -0.0555 -0.2624 0.2669 -0.160
C -0.00471 3.54087 0.82699 -0.4545 0.2409 0.5049 -0.118
H -1.73609 3.75177 3.81790 0.1416 0.1390 -0.3868 0.088
H -1.81773 6.14402 3.10938 0.1393 -0.1981 -0.1797 0.080
H 0.34334 5.21487 -0.51393 -0.0746 -0.2233 0.4631 0.084
H 0.61771 2.84334 0.23955 -0.3965 0.2480 0.2453 0.041
H -0.86514 6.85863 0.90508 0.0309 -0.4120 0.1493 0.066
C -1.93021 -1.04062 4.58100 -0.1571 -0.2381 -0.1756 -0.302
P -0.16689 -1.08489 4.06772 -0.3636 0.5240 0.2597 0.954
C 0.48656 0.23406 5.17572 0.4547 0.1592 -0.0791 -0.381
C 1.68778 0.85612 4.78433 -0.3039 0.0367 0.3434 -0.106
C 2.22817 1.87448 5.57147 -0.1418 -0.1315 0.0798 -0.079
C 1.55349 2.30758 6.71979 0.0041 -0.0746 -0.1355 -0.099
C 0.36491 1.68959 7.11164 0.0169 -0.1646 -0.1426 -0.095
C -0.15962 0.63578 6.35606 0.4058 0.1321 -0.2052 -0.087
C 0.36685 -2.56528 5.01634 0.1631 -0.1409 0.3174 -0.367
C -0.53293 -3.57601 5.39979 0.3579 0.1591 0.0073 -0.102
C -0.07760 -4.67732 6.12339 0.1489 -0.0113 -0.0852 -0.101
C 1.27421 -4.78228 6.45734 -0.0038 0.0375 -0.0333 -0.109
C 2.17143 -3.76804 6.10384 -0.2873 0.0596 -0.1730 -0.092
C 1.72117 -2.65827 5.38708 -0.3559 -0.5102 0.0987 -0.091
H -2.31691 -0.02227 4.45209 0.0861 -0.3116 -0.0416 0.041
H -2.02658 -1.36887 5.62757 -0.1362 0.1548 -0.3944 0.034
H -2.47817 -1.71923 3.91422 -0.0782 0.2258 0.2308 0.024
H 2.18051 0.54985 3.85440 -0.2325 0.1840 0.2824 0.075
H 3.17590 2.32917 5.27874 -0.3246 -0.0117 0.0666 0.102
H 1.94749 3.14290 7.30203 -0.0701 -0.2658 -0.1463 0.096
H -0.16745 2.01825 8.00869 0.2312 -0.0622 -0.2861 0.097
H -1.07065 0.14050 6.69436 0.2591 0.1983 -0.1519 0.092
H -1.59603 -3.49499 5.15971 0.4206 -0.0576 0.0087 0.093
H -0.78861 -5.45541 6.41776 0.3114 0.2303 -0.0818 0.099
H 1.63309 -5.66299 6.98896 -0.0795 0.2202 -0.0421 0.093
H 3.22372 -3.83696 6.37805 -0.2435 -0.0396 -0.0226 0.098
H 2.41442 -1.85728 5.12879 -0.1757 -0.1950 0.0224 0.100

***

Entry 2:
95
Properties=species:S:1:pos:R:3:forces:R:3:lowdin_charge:R:1 method="wB97M-V/def2-TZVPD" total_charge=-1 orbital_gap_ev="6.98 / 7.09" energy_ha=-3932.39650 spin_multiplicity=2 e_lumo_ev="2.72 / 2.71"
Cu -0.21598 -0.82285 -0.42113 0.2721 -0.0182 0.1693 0.414
C 0.72081 6.19232 -3.05157 -0.0726 -0.0482 -0.0049 -0.108
C 1.74173 5.33259 -2.67463 -0.0354 -0.0695 -0.0016 -0.100
C 1.44795 4.01810 -2.32506 0.0453 -0.0391 -0.0266 -0.106
C 0.13970 3.53617 -2.35513 -0.0500 -0.1039 -0.0312 -0.368
C -0.87941 4.41853 -2.72357 0.0452 0.0050 0.0446 -0.101
C -0.59213 5.73165 -3.07111 0.0366 -0.0135 0.0144 -0.094
P -0.10518 1.76594 -1.83331 -0.1343 0.1179 -0.0089 1.123
C -1.80948 1.91923 -1.15021 0.0497 0.2091 -0.1657 -0.382
C -1.92864 2.54798 0.08929 -0.0440 -0.0141 -0.0399 -0.116
C -3.17498 2.74945 0.66433 0.0212 -0.0520 -0.0458 -0.085
C -4.32008 2.32038 0.00235 0.0509 -0.0113 0.0030 -0.101
C -4.20864 1.69256 -1.23077 0.0307 0.0070 0.0558 -0.100
C -2.95931 1.49155 -1.80356 0.0243 0.0613 -0.0205 -0.098
C -0.39345 0.90582 -3.44068 0.1020 -0.0581 -0.0014 -0.308
C -0.59407 1.60602 -4.60449 -0.0619 -0.0489 -0.0048 -0.096
C -0.72337 0.95375 -5.85014 -0.0047 0.0438 0.0050 -0.094
C -0.61275 -0.40093 -5.91967 0.0123 -0.0002 0.0310 -0.057
C -0.36224 -1.16732 -4.75399 0.0112 0.0310 0.0870 -0.179
C -0.17442 -2.56708 -4.86171 0.0021 0.0335 0.0058 -0.071
C 0.14722 -3.29602 -3.75567 0.0250 0.0154 0.0464 -0.097
C 0.23582 -2.66352 -2.49656 0.0357 -0.0217 -0.0313 -0.141
C -0.00746 -1.32060 -2.30632 -0.1406 0.0741 -0.2523 -0.149
C -0.26808 -0.53092 -3.47798 0.0819 -0.0585 -0.0547 -0.182
H 0.94196 7.21832 -3.32246 -0.0056 -0.0248 0.0129 0.093
H 2.76636 5.68498 -2.64648 -0.0215 -0.0230 0.0085 0.095
H 2.24278 3.34626 -2.01403 -0.0300 0.0524 -0.0213 0.096
H -1.90835 4.07753 -2.73050 0.0088 -0.0333 0.0092 0.106
H -1.39690 6.39990 -3.35685 0.0232 -0.0174 0.0127 0.096
H -1.03010 2.87730 0.60384 -0.0779 -0.0051 -0.0076 0.099
H -3.25336 3.22646 1.63469 0.0090 -0.0015 -0.0282 0.098
H -5.29560 2.46218 0.45393 0.0302 0.0043 -0.0132 0.094
H -5.09973 1.34337 -1.74009 0.0232 0.0000 -0.0093 0.100
H -2.87167 0.99108 -2.76167 -0.0283 0.0234 0.0489 0.104
H -0.65219 2.68491 -4.58808 -0.0068 0.0472 0.0364 0.084
H -0.89793 1.54027 -6.74560 0.0090 -0.0103 0.0322 0.094
H -0.69054 -0.91613 -6.87206 -0.0042 0.0048 0.0206 0.102
H -0.26520 -3.03375 -5.83691 0.0020 0.0108 0.0034 0.098
H 0.32424 -4.36386 -3.83568 -0.0056 0.0190 0.0007 0.094
H 0.49027 -3.28722 -1.64246 -0.0253 0.0281 -0.0380 0.075
C 2.63523 1.86546 2.50865 0.0009 -0.0339 -0.0017 -0.108
C 3.20967 0.43787 2.44128 -0.0787 0.0564 -0.0512 -0.590
C 3.99461 0.16247 3.72733 0.0427 0.0593 -0.0004 -0.093
C 4.16606 0.41977 1.22991 -0.0391 0.0338 -0.0153 -0.112
P 1.73133 -0.70700 2.04141 0.3139 0.0893 0.0693 0.807
N 1.36148 -0.48925 0.56795 -0.3032 -0.0705 0.1724 -0.301
C 2.31402 -2.49690 2.39428 -0.0690 0.0119 -0.1742 -0.592
C 1.34876 -3.43709 1.64791 -0.0027 0.0216 0.0488 -0.102
C 2.45697 -2.92752 3.85455 0.0710 -0.0328 -0.0160 -0.092
C 3.67308 -2.67362 1.69487 -0.0313 0.0025 -0.0202 -0.107
C 0.35256 -0.28635 3.31364 -0.1194 -0.0215 -0.2922 -0.578
C 0.77034 -0.06825 4.76777 0.0006 -0.0328 0.0423 -0.094
C -0.68719 -1.42066 3.25757 0.0283 0.0688 0.0025 -0.099
C -0.38879 0.96618 2.80045 -0.0289 -0.0212 0.0586 -0.107
H 3.46093 2.58546 2.48965 -0.0130 -0.0361 0.0095 0.076
H 2.06975 2.04151 3.42461 0.0534 0.0105 -0.0838 0.050
H 1.98793 2.05877 1.64777 0.0674 -0.0122 0.0640 0.077
H 4.71626 0.97456 3.88191 -0.0060 -0.0363 -0.0034 0.082
H 4.56280 -0.76739 3.67631 -0.0255 0.0435 -0.0072 0.055
H 3.35697 0.12066 4.61073 0.0479 0.0139 -0.0325 0.054
H 4.69024 1.38051 1.16274 -0.0037 -0.0588 0.0634 0.072
H 3.59526 0.27539 0.30801 0.0223 0.0242 0.0732 0.060
H 4.92375 -0.36010 1.30847 -0.0529 0.0096 -0.0130 0.057
H 0.39098 -3.56259 2.15015 0.0165 0.0263 -0.0222 0.057
H 1.80756 -4.42764 1.54691 -0.0095 0.0350 0.0575 0.080
H 1.15651 -3.04243 0.64750 0.0245 -0.0351 0.0309 0.047
H 1.50214 -2.97351 4.37657 -0.0131 0.0043 -0.0118 0.058
H 3.12111 -2.26635 4.41515 -0.0400 -0.0628 -0.0160 0.058
H 2.89278 -3.93393 3.88388 -0.0160 0.0170 0.0214 0.082
H 3.64809 -2.25233 0.68752 -0.0070 -0.0311 0.0455 0.080
H 3.89168 -3.74389 1.60830 -0.0097 0.0283 0.0407 0.078
H 4.49198 -2.21788 2.25105 -0.0205 0.0022 -0.0354 0.053
H 1.30611 -0.92221 5.18538 -0.0289 0.0392 0.0065 0.059
H -0.13520 0.07947 5.36766 0.0169 -0.0010 0.0127 0.083
H 1.38910 0.82092 4.89463 -0.0360 -0.0481 0.0053 0.055
H -0.30661 -2.36801 3.63179 0.0162 -0.0216 0.0323 0.051
H -1.06065 -1.55259 2.24015 -0.0054 -0.0373 -0.0339 0.057
H -1.54205 -1.14055 3.88352 0.0289 0.0142 -0.0084 0.084
H 0.06749 1.89641 3.14198 -0.0286 -0.0571 -0.0300 0.063
H -1.42692 0.95108 3.15162 0.0775 -0.0119 0.0461 0.085
H -0.42383 0.97441 1.71136 0.0323 -0.0514 0.0093 0.035
C -3.44339 -1.98379 -1.73522 -0.0072 0.0670 -0.0248 -0.032
C -2.94651 -2.02280 -0.28077 -0.0600 -0.0671 0.0028 -0.732
C -2.36494 -3.42050 0.00665 0.0576 0.0741 0.0039 -0.041
C -4.14656 -1.79569 0.64867 -0.0037 -0.0054 0.0564 -0.046
O -2.02745 -1.01245 -0.02641 -0.1299 -0.0350 0.0918 -0.278
H -4.17617 -2.77810 -1.91812 0.0311 0.0418 -0.0181 0.076
H -2.60749 -2.11030 -2.42712 -0.0227 -0.0002 0.0157 0.069
H -3.91975 -1.01874 -1.93700 0.0743 -0.1445 0.0227 0.058
H -3.03698 -4.21235 -0.34212 0.0337 0.0157 0.0460 0.075
H -2.20418 -3.55404 1.08136 0.0408 0.0436 -0.0384 0.070
H -1.40356 -3.53184 -0.50161 -0.1003 -0.0114 0.0049 0.054
H -4.91731 -2.56225 0.50336 0.0262 0.0581 0.0257 0.075
H -4.57801 -0.80879 0.45739 0.0295 -0.0636 0.0045 0.066
H -3.80756 -1.82559 1.68978 -0.0455 0.0133 -0.0770 0.073